Formula: C3H8N2O
Source: the OMol25 dataset
Level of theory: wB97M-V/def2-TZVPD

## Properties
ΔE to the lowest compared entry with this formula, charge and spin in eV: 3.259
Spin multiplicity: 1
Max |F| in eV Å⁻¹: 4.2
Frontier orbital gap in Ha: 0.3712
SMILES string: [H]/N=C/N.C=CO
HOMO level in eV: -9.19

Last column: natural (NBO) charge in e.
Geometry (Å):
1 H -2.33071 0.53652 -1.84196  0.358
2 N -2.06810 0.74746 -0.89682  -0.751
3 C -1.91442 2.00238 -0.50616  0.272
4 N -1.28554 2.36675 0.66631  -0.826
5 H -1.88588 2.79538 -1.20461  0.146
6 H -1.00455 1.62267 1.32319  0.403
7 H -1.24717 3.37114 0.93741  0.401
8 C 1.95528 -2.36743 0.89147  -0.518
9 C 1.11459 -1.69562 0.09418  0.115
10 O 1.25535 -1.73487 -1.29917  -0.692
11 H 2.83644 -2.92792 0.56521  0.203
12 H 1.94654 -2.31023 2.06964  0.213
13 H 0.37732 -0.91649 0.40030  0.196
14 H 2.25086 -1.48976 -1.19897  0.481

Atoms 1-3, force components in eV/Å:
-0.26 0.80 -0.38
0.50 2.36 2.81
1.60 -3.66 -1.26